[1]
The following is a DFT calculation (ωB97M-V/def2-TZVPD) of a structure of composition C55H43F2NOP3SiTa at a distorted geometry.

Results
* E_LUMO: -13.5 eV
* net charge: +4
* energy relative to the best compared isomer or geometry (same formula, charge and spin): 32.8 kcal/mol
* Kohn-Sham gap: 4.83 eV

Each line ends with the Mulliken charge.
CARTESIAN COORDINATES (ANGSTROEM)
Ta: 0.725 0.730 -0.531  0.49
C: 1.490 -5.801 -2.913  -0.68
C: 1.105 -4.849 -3.847  -0.92
C: 0.598 -3.629 -3.428  -0.82
C: 0.471 -3.373 -2.061  0.57
C: 0.893 -4.314 -1.120  -0.24
C: 1.392 -5.530 -1.552  -0.70
P: -0.346 -1.864 -1.483  2.01
C: -1.012 -1.066 -2.989  -0.33
C: -2.271 -0.957 -3.416  -0.26
C: -2.647 -0.005 -4.466  -0.60
C: -1.841 0.988 -4.846  -0.94
C: -0.457 1.086 -4.306  -0.18
C: 0.038 -0.123 -3.506  -0.92
C: -1.854 -2.460 -0.635  0.02
C: -2.590 -3.450 -1.279  -0.39
C: -3.808 -3.875 -0.764  -0.76
C: -4.310 -3.303 0.397  -0.99
C: -3.581 -2.327 1.055  -0.34
C: -2.333 -1.914 0.565  0.46
Si: -1.393 -0.843 1.744  -1.29
C: -2.134 0.755 2.338  0.92
C: -2.879 0.618 3.519  -0.64
C: -3.625 1.673 4.020  -0.95
C: -3.644 2.889 3.350  -0.95
C: -2.885 3.053 2.201  -0.54
C: -2.117 2.003 1.701  1.03
P: -1.197 2.372 0.177  0.76
C: -2.515 2.625 -1.031  1.48
C: -2.774 3.869 -1.602  -1.06
C: -3.917 4.037 -2.371  -0.87
C: -4.797 2.980 -2.553  -0.75
C: -4.533 1.739 -1.982  -0.80
C: -3.388 1.553 -1.230  -0.44
C: -0.214 3.863 0.412  1.21
C: 0.311 4.494 -0.727  -0.49
C: 1.047 5.657 -0.582  -0.96
C: 1.280 6.179 0.685  -0.83
C: 0.793 5.531 1.816  -0.77
C: 0.055 4.367 1.690  -1.20
C: -0.133 -1.571 2.885  0.78
C: -0.629 -2.213 4.027  -0.70
C: 0.230 -2.600 5.043  -1.03
C: 1.585 -2.311 4.952  -0.87
C: 2.088 -1.684 3.822  -0.74
C: 1.242 -1.352 2.766  0.74
P: 2.002 -0.701 1.244  1.66
C: 2.936 -2.035 0.456  1.22
C: 3.223 -1.935 -0.911  -0.34
C: 4.034 -2.872 -1.525  -0.70
C: 4.554 -3.930 -0.790  -0.86
C: 4.232 -4.064 0.554  -0.74
C: 3.428 -3.125 1.180  -0.87
C: 3.095 0.596 1.866  0.19
C: 2.462 1.691 2.471  0.02
C: 3.224 2.734 2.966  -0.61
C: 4.611 2.687 2.854  -0.80
C: 5.234 1.603 2.243  -0.78
C: 4.479 0.556 1.734  -0.49
H: 1.862 -6.761 -3.246  0.48
H: 1.187 -5.059 -4.905  0.51
H: 0.279 -2.903 -4.165  0.40
H: 0.820 -4.102 -0.058  0.40
H: 1.701 -6.274 -0.830  0.51
H: -3.059 -1.566 -2.988  0.56
H: -3.630 -0.104 -4.910  0.51
H: -2.148 1.712 -5.589  0.57
H: 0.244 1.465 -5.047  0.55
H: 0.946 -0.624 -3.846  0.26
H: -2.205 -3.895 -2.189  0.68
H: -4.367 -4.649 -1.275  0.48
H: -5.264 -3.623 0.797  0.51
H: -3.981 -1.899 1.970  0.54
H: -2.887 -0.326 4.056  0.40
H: -4.195 1.544 4.931  0.50
H: -4.245 3.708 3.723  0.51
H: -2.894 4.006 1.684  0.58
H: -2.116 4.710 -1.435  0.57
H: -4.125 5.003 -2.811  0.52
H: -5.703 3.128 -3.127  0.49
H: -5.236 0.925 -2.110  0.54
H: -3.185 0.590 -0.770  0.24
H: 0.133 4.089 -1.716  0.59
H: 1.431 6.163 -1.458  0.55
H: 1.838 7.100 0.794  0.50
H: 0.977 5.942 2.800  0.57
H: -0.333 3.874 2.572  0.50
H: -1.692 -2.405 4.133  0.51
H: -0.164 -3.102 5.916  0.49
H: 2.252 -2.576 5.763  0.50
H: 3.141 -1.436 3.769  0.60
H: 2.821 -1.123 -1.510  0.05
H: 4.272 -2.772 -2.576  0.51
H: 5.206 -4.650 -1.266  0.47
H: 4.612 -4.902 1.123  0.48
H: 3.181 -3.260 2.221  0.50
H: 1.378 1.698 2.599  0.14
H: 2.747 3.572 3.457  0.56
H: 5.209 3.495 3.255  0.48
H: 6.312 1.573 2.164  0.51
H: 4.964 -0.283 1.248  0.56
O: -0.296 1.882 -3.040  -0.01
N: 0.238 0.789 -2.380  1.15
F: 2.186 2.601 -2.022  -0.19
C: 2.465 2.052 -0.798  -0.05
F: 3.344 1.008 -1.022  -0.07
H: 2.943 2.808 -0.175  0.38

***

[2]
The following is a DFT calculation (ωB97M-V/def2-TZVPD) of a cluster of 8 separate species, C8H20Cl8N4O8 in total at a distorted geometry.

Results
* E_LUMO: -0.2 eV
* net charge: 0
* energy relative to the best compared isomer or geometry (same formula, charge and spin): 23.4 kcal/mol
* Kohn-Sham gap: 10.43 eV

Each line ends with the Mulliken charge.
CARTESIAN COORDINATES (ANGSTROEM)
C: -11.321 1.306 -17.473  -0.33
N: -12.231 0.143 -17.108  0.86
O: -12.560 0.122 -15.888  -0.54
O: -12.677 -0.584 -17.972  -0.52
H: -11.476 2.139 -16.788  -0.14
H: -11.646 1.535 -18.488  0.31
H: -10.276 1.014 -17.373  0.29
C: -14.012 9.701 -13.331  -0.82
N: -13.025 8.579 -13.464  0.87
O: -11.933 8.850 -13.009  -0.44
O: -13.324 7.555 -14.071  -0.49
H: -13.526 10.572 -13.772  0.29
H: -14.328 9.804 -12.293  0.30
H: -14.884 9.366 -13.892  0.32
C: -13.991 1.763 -13.196  -0.43
N: -14.425 3.051 -13.722  0.81
O: -13.794 4.025 -13.302  -0.41
O: -15.364 3.167 -14.484  -0.55
H: -14.686 0.939 -13.032  0.28
H: -13.294 1.997 -12.391  0.22
H: -13.425 1.565 -14.106  0.10
C: -6.442 7.614 -12.640  -0.80
N: -7.838 7.228 -13.222  0.79
O: -7.923 6.643 -14.296  -0.44
O: -8.852 7.613 -12.656  -0.49
H: -5.882 7.582 -13.575  0.33
H: -6.230 6.918 -11.829  0.29
H: -6.489 8.647 -12.297  0.33
Cl: -11.440 4.432 -10.854  -0.18
C: -12.031 6.080 -11.267  0.40
Cl: -11.961 7.276 -9.912  -0.19
H: -11.412 6.561 -12.024  -0.25
H: -13.044 5.927 -11.640  0.20
Cl: -5.944 5.520 -18.781  -0.16
C: -7.517 4.858 -18.528  -0.23
Cl: -7.771 4.525 -16.761  -0.11
H: -8.248 5.612 -18.821  0.18
H: -7.627 4.017 -19.212  0.33
Cl: -11.639 5.043 -16.758  -0.21
C: -10.985 5.004 -15.125  0.98
Cl: -10.846 3.296 -14.704  -0.16
H: -10.036 5.541 -15.109  -0.39
H: -11.595 5.571 -14.422  -0.18
Cl: -9.509 10.446 -15.750  -0.18
C: -9.228 8.782 -16.364  0.25
Cl: -9.155 8.634 -18.180  -0.19
H: -8.208 8.519 -16.083  0.11
H: -9.925 8.118 -15.852  -0.02